# 1
Entry from OMol25: a 8-piece molecular cluster, C10H9Cl21F5NO5S overall at a distorted geometry (ωB97M-V/def2-TZVPD).

Output
HOMO level ... -0.396 Ha
SMILES string ... O=C(NS(=O)(=O)C(F)(F)C(F)(F)F)OO.ClC(Cl)Cl.ClC(Cl)Cl.ClC(Cl)Cl.ClC(Cl)Cl.ClC(Cl)Cl.ClC(Cl)Cl.ClC(Cl)Cl
Maximum force ... 1.8 eV/Å
Lowest unoccupied orbital energy ... -0.7 eV
Spin multiplicity ... 1

Last column: Mulliken charge in e.
Element x y z (Å)
O: 0.66938 -0.15912 3.96295  -0.379
C: -0.42279 0.10062 3.54170  0.273
N: -0.64889 1.26736 2.70798  -0.128
S: -1.59715 1.16673 1.33580  0.911
O: -2.76629 0.37642 1.54776  -0.549
O: -1.78500 2.51917 0.92081  -0.645
C: -0.61672 0.32578 -0.02901  0.631
F: -0.94443 -0.94567 -0.16721  -0.212
F: -1.02507 0.95450 -1.11952  -0.260
C: 0.93126 0.45659 0.02144  0.747
F: 1.41676 0.14110 1.21751  -0.245
F: 1.30084 1.67403 -0.32061  -0.240
F: 1.43675 -0.39370 -0.86374  -0.261
O: -1.53495 -0.63506 3.86180  -0.199
O: -1.43355 -1.89745 3.18568  -0.204
H: -1.08356 1.98960 3.28695  0.402
H: -0.51790 -2.18339 3.36320  0.328
Cl: 1.77245 -1.26781 -5.81878  -0.120
C: 2.91185 -1.12236 -4.48073  -0.015
Cl: 2.43918 0.17647 -3.39046  -0.053
Cl: 3.04514 -2.65290 -3.60806  -0.134
H: 3.88515 -0.88412 -4.88939  0.313
Cl: -4.04323 2.01268 -0.29388  -0.015
C: -5.11340 2.13867 -1.67936  0.025
Cl: -6.52457 3.13622 -1.31445  -0.145
Cl: -4.24461 2.77947 -3.08161  -0.129
H: -5.46758 1.14915 -1.93699  0.282
Cl: -2.46764 -3.08658 0.47721  0.051
C: -3.69296 -4.30400 0.83066  -0.123
Cl: -4.27436 -4.14977 2.48677  -0.128
Cl: -5.02277 -4.19713 -0.32099  -0.105
H: -3.23781 -5.28032 0.72321  0.334
Cl: 4.46387 0.56717 4.31525  -0.134
C: 4.07527 1.33506 2.77332  0.226
Cl: 2.75621 2.48464 2.96977  -0.109
Cl: 5.49700 2.12605 2.09514  -0.121
H: 3.75530 0.56394 2.08516  0.119
Cl: 5.88407 3.05582 7.80755  -0.128
C: 5.49608 3.82475 6.26772  0.624
Cl: 4.17208 4.97473 6.46091  -0.130
Cl: 6.91832 4.61622 5.58931  -0.124
H: 5.17678 3.05418 5.57775  -0.242
Cl: -4.50534 -5.84165 -4.15118  -0.120
C: -3.15444 -6.59929 -3.30987  0.031
Cl: -1.93806 -7.16797 -4.45135  -0.125
Cl: -2.44822 -5.48590 -2.13771  -0.061
H: -3.53497 -7.45684 -2.77065  0.280
Cl: 2.01923 4.81889 -5.43058  -0.125
C: 1.13755 3.37721 -5.93582  -0.025
Cl: 2.24154 2.16620 -6.58956  -0.104
Cl: 0.19366 2.71926 -4.60021  -0.052
H: 0.45054 3.66236 -6.72157  0.313

Atoms 1-2, force components in eV/Å:
-1.05 0.10 -0.57
1.11 -0.17 0.28



# 2
Entry from OMol25: a 8-piece molecular cluster, C24H64O24S8 overall at a distorted geometry (ωB97M-V/def2-TZVPD).

Output
HOMO level ... -0.396 Ha
SMILES string ... CCOS(C)(=O)=O.CCOS(C)(=O)=O.CCOS(C)(=O)=O.CCOS(C)(=O)=O.CCOS(C)(=O)=O.CCOS(C)(=O)=O.CCOS(C)(=O)=O.CCOS(C)(=O)=O
Maximum force ... 2.7 eV/Å
Lowest unoccupied orbital energy ... 0.2 eV
Spin multiplicity ... 1

Last column: Mulliken charge in e.
Element x y z (Å)
C: -14.12503 15.24586 -7.27910  -0.506
C: -15.61449 15.07728 -7.57327  -0.367
O: -16.11880 13.78766 -7.25812  -0.471
S: -15.59584 12.51065 -8.14458  1.153
C: -14.30678 11.89303 -7.02433  -0.459
O: -16.66599 11.55617 -8.12679  -0.659
O: -15.02391 13.02774 -9.37715  -0.538
H: -13.74488 16.26554 -7.32509  0.130
H: -13.40704 14.70319 -7.89627  0.036
H: -13.96052 14.95829 -6.23374  0.526
H: -16.11656 15.77568 -6.90381  0.418
H: -15.86963 15.39119 -8.58574  0.034
H: -13.49771 12.62589 -7.05909  -0.137
H: -13.86220 11.00765 -7.47378  0.373
H: -14.65471 11.88177 -5.99843  0.406
C: -8.42638 16.33404 -10.58867  -0.390
C: -8.77723 16.26153 -12.05672  -0.472
O: -8.05054 17.26234 -12.77090  -0.235
S: -7.23152 16.88853 -14.11024  1.095
C: -5.90498 15.97386 -13.28328  -0.928
O: -7.96407 15.91524 -14.87941  -0.599
O: -6.68965 18.10249 -14.64286  -0.602
H: -8.81676 17.24918 -10.15120  -0.229
H: -7.36316 16.16969 -10.42309  0.427
H: -8.93391 15.47627 -10.13625  0.244
H: -8.59222 15.24410 -12.42251  0.481
H: -9.83972 16.37333 -12.28325  0.148
H: -6.39742 15.18520 -12.72908  0.301
H: -5.33073 16.69217 -12.70222  0.278
H: -5.21688 15.61242 -14.04594  0.416
C: -4.50112 23.21729 -9.55190  -1.162
C: -5.96024 23.09448 -9.93126  -0.171
O: -6.19215 21.82601 -10.58092  -0.241
S: -7.72685 21.39877 -10.91189  1.215
C: -7.27039 20.42053 -12.35721  -1.068
O: -8.21743 20.56617 -9.85645  -0.626
O: -8.43950 22.55239 -11.38984  -0.703
H: -4.12185 24.23510 -9.55118  0.340
H: -3.90354 22.57357 -10.20137  0.300
H: -4.30603 22.80107 -8.56141  0.306
H: -6.58138 23.13939 -9.03311  0.276
H: -6.32299 23.86956 -10.60698  0.336
H: -8.13862 19.92901 -12.79069  0.380
H: -6.58307 19.66150 -11.99297  0.315
H: -6.83079 21.06724 -13.10858  0.422
C: -15.61364 14.93895 -13.10572  -1.610
C: -15.19412 15.74350 -11.88936  0.760
O: -13.86326 16.28736 -12.07378  -0.274
S: -13.32788 17.23540 -10.89414  0.625
C: -13.86871 18.84781 -11.58176  -0.788
O: -13.99847 16.99299 -9.64155  -0.130
O: -11.89495 17.14966 -10.98515  -0.511
H: -16.63101 14.57641 -12.96817  0.392
H: -14.85897 14.16625 -13.24689  0.367
H: -15.69260 15.50562 -14.03724  0.395
H: -15.84231 16.60592 -11.71564  0.160
H: -15.28310 15.07234 -11.03456  -0.115
H: -13.53942 18.81835 -12.61417  0.442
H: -13.51280 19.62871 -10.91768  0.118
H: -14.95727 18.79309 -11.53890  0.234
C: -10.58298 14.05974 -7.29667  -0.981
C: -10.03901 12.67315 -6.93949  -0.565
O: -11.12182 11.76688 -6.96152  -0.180
S: -10.85839 10.19199 -7.35946  1.147
C: -10.01825 9.65228 -5.85638  -0.931
O: -12.15540 9.61007 -7.54263  -0.635
O: -9.87206 10.12828 -8.40243  -0.616
H: -9.83395 14.82371 -7.10792  0.462
H: -11.46330 14.23076 -6.66962  0.211
H: -11.01972 14.15164 -8.29288  0.298
H: -9.23392 12.36415 -7.61108  0.481
H: -9.55782 12.79261 -5.96261  0.326
H: -9.20153 10.36745 -5.80556  0.327
H: -9.56663 8.72168 -6.20033  0.398
H: -10.71995 9.57869 -5.03692  0.289
C: -10.90143 17.35774 -7.79985  -0.167
C: -10.90452 18.73692 -8.41682  1.125
O: -11.01460 19.71109 -7.35292  -0.530
S: -11.98042 20.97299 -7.53340  1.094
C: -11.11871 21.93820 -8.78328  -0.910
O: -13.21521 20.44434 -8.05942  -0.560
O: -11.98142 21.68254 -6.29113  -0.569
H: -10.56308 17.31222 -6.76697  0.591
H: -10.27065 16.69557 -8.39113  -0.273
H: -11.87747 16.87360 -7.84750  -0.304
H: -9.93570 18.90902 -8.89178  -0.408
H: -11.67340 18.94132 -9.15944  -0.005
H: -11.52810 22.93490 -8.91549  0.495
H: -11.26545 21.38186 -9.71020  0.217
H: -10.05761 21.94730 -8.55211  0.286
C: -18.85620 21.90592 -7.67566  -1.257
C: -18.65028 20.42216 -7.52765  -0.142
O: -18.01324 19.91365 -8.69804  -0.291
S: -17.24920 18.46442 -8.60104  1.082
C: -15.69437 18.96434 -7.75259  -0.395
O: -18.02782 17.56620 -7.76495  -0.649
O: -16.93295 18.07926 -9.94924  -0.592
H: -19.54124 22.36668 -6.97109  0.374
H: -19.18163 22.09160 -8.70145  0.300
H: -17.89435 22.42230 -7.60091  0.284
H: -18.12452 20.10184 -6.62327  0.346
H: -19.62959 19.94759 -7.39870  0.294
H: -15.09564 18.07368 -7.62210  -0.269
H: -15.88380 19.56321 -6.86537  0.678
H: -15.33465 19.68621 -8.47990  0.263
C: -11.88572 27.13195 -1.27843  -1.261
C: -13.11992 26.30411 -1.53183  -0.182
O: -12.75614 25.08793 -2.19143  -0.256
S: -13.95031 24.42322 -3.08762  1.153
C: -13.16547 22.82508 -3.40859  -0.922
O: -15.10403 24.13483 -2.26943  -0.625
O: -14.05189 25.20040 -4.29385  -0.594
H: -11.13565 26.51450 -0.77180  0.318
H: -12.02555 27.94503 -0.56525  0.376
H: -11.40417 27.53274 -2.16957  0.310
H: -13.58986 26.09072 -0.56902  0.261
H: -13.83202 26.85262 -2.15412  0.380
H: -12.12894 22.92912 -3.73476  0.329
H: -13.67255 22.34651 -4.23973  0.304
H: -13.09761 22.34255 -2.43791  0.413

Atoms 1-2, force components in eV/Å:
0.56 -0.19 0.73
0.93 1.35 -0.17



# 3
Entry from OMol25: one molecule with the formula C2H5NOS at a distorted geometry (ωB97M-V/def2-TZVPD).

Output
HOMO level ... -0.323 Ha
SMILES string ... NC(=S)CO
Maximum force ... 3.7 eV/Å
Lowest unoccupied orbital energy ... 0.3 eV
Spin multiplicity ... 1

Last column: Mulliken charge in e.
Element x y z (Å)
N: 1.30128 1.69905 -0.84520  -0.380
C: 1.11899 0.46849 -0.32191  0.228
S: 2.38961 -0.36968 0.61735  -0.377
C: -0.28419 -0.25315 -0.53580  -0.246
O: -0.53856 -1.12703 0.54562  -0.459
H: 0.49459 2.35599 -1.04886  0.251
H: 2.26762 2.01120 -0.91245  0.233
H: -1.20840 0.39996 -0.56316  0.270
H: -0.10938 -0.96792 -1.39156  0.223
H: 0.29465 -1.46678 0.91626  0.258

Atoms 1-2, force components in eV/Å:
-1.06 -0.19 -0.02
0.74 -0.90 1.32



One value per record, in order, for relative energy (zero: lowest compared OMol25 entry of this formula, charge and spin): 0.0; 30.9; 31.1 kcal per mole.
One value per record, in order, for M: 1094.75; 993.29; 91.13 g/mol.